# 1
Computed, not measured: a molecular structure, C4H6AlO2 at a distorted geometry, with ωB97M-V/def2-TZVPD.

Summary:
total charge: +3
LUMO level: -19.8 eV
DFT total energy: -14896.7480 eV
relative energy (zero: lowest compared OMol25 entry of this formula, charge and spin): 4.8 kcal/mol
frontier orbital gap: 1.98 eV

Cartesian coordinates (Å):
Al: -0.007 -5.367 -5.276
O: -0.839 -1.724 -0.868
C: -0.597 -0.664 -0.240
O: -1.153 0.477 -0.583
C: -0.526 1.542 0.024
C: 0.587 1.012 0.939
C: 0.375 -0.492 0.883
H: -1.189 2.101 0.684
H: -0.120 2.271 -0.678
H: 0.539 1.434 1.943
H: 1.591 1.315 0.643
H: 0.011 -0.912 1.820
H: 1.329 -0.992 0.710


# 2
Computed, not measured: a molecular structure, C23H14CaCl2N2O7S, with ωB97M-V/def2-TZVPD.

Summary:
total charge: -2
LUMO level: 4.1 eV
DFT total energy: -95716.7057 eV
relative energy (zero: lowest compared OMol25 entry of this formula, charge and spin): 0.0 kcal/mol
frontier orbital gap: 5.56 eV

Cartesian coordinates (Å):
Ca: -1.201 0.854 0.304
Cl: -4.482 -4.434 4.638
C: -4.110 -3.158 3.488
C: -4.943 -2.031 3.419
C: -4.674 -1.032 2.529
C: -3.541 -1.066 1.643
O: -3.306 -0.109 0.858
C: -2.718 -2.251 1.732
C: -1.611 -2.520 0.856
N: -1.173 -1.764 -0.089
C: -0.186 -2.230 -0.970
C: 0.284 -3.524 -1.058
C: 1.302 -3.882 -1.961
C: 1.858 -2.957 -2.793
C: 1.382 -1.626 -2.772
C: 1.929 -0.610 -3.593
C: 1.435 0.655 -3.515
C: 0.350 0.909 -2.645
N: -0.188 -0.012 -1.888
C: 0.340 -1.263 -1.892
C: -3.028 -3.262 2.663
H: -5.795 -1.963 4.085
H: -5.294 -0.147 2.476
H: -1.154 -3.501 1.038
H: -0.119 -4.299 -0.421
H: 1.647 -4.909 -1.976
H: 2.659 -3.220 -3.473
H: 2.757 -0.854 -4.249
H: 1.858 1.470 -4.086
H: -0.064 1.907 -2.533
H: -2.391 -4.138 2.714
O: -0.985 3.921 3.645
S: -0.268 3.101 2.690
O: 1.098 2.791 3.048
O: -1.040 1.891 2.319
O: -0.232 4.026 1.392
Cl: 4.995 4.680 -1.426
C: 3.812 3.515 -0.816
C: 4.187 2.202 -0.603
C: 3.239 1.305 -0.149
C: 1.885 1.659 0.109
O: 1.056 0.760 0.495
C: 1.539 3.036 -0.120
C: 0.115 3.600 -0.016
O: -0.825 2.843 -0.568
C: 2.508 3.916 -0.575
H: 5.207 1.887 -0.792
H: 3.504 0.269 0.031
H: 0.157 4.616 -0.446
H: 2.227 4.950 -0.750


# 3
Computed, not measured: C5H11NO in the gas phase at a distorted geometry, with ωB97M-V/def2-TZVPD.

Summary:
LUMO level: 0.8 eV
DFT total energy: -8897.4904 eV
SMILES: CCN(C)C(C)=O
relative energy (zero: lowest compared OMol25 entry of this formula, charge and spin): 97.0 kcal/mol
frontier orbital gap: 9.89 eV

Cartesian coordinates (Å):
C: -0.776 2.053 0.685
C: -1.277 0.779 0.096
N: -0.274 -0.173 -0.075
C: -0.169 -1.126 1.016
C: 0.564 -0.223 -1.166
C: 1.630 -1.275 -1.276
O: 0.466 0.675 -1.981
H: -0.411 1.789 1.502
H: -1.655 2.712 0.764
H: -0.013 2.537 0.004
H: -1.598 0.965 -0.760
H: -2.100 0.209 0.753
H: 0.875 -1.720 1.123
H: -0.762 -2.104 1.225
H: -0.134 -0.562 1.910
H: 1.283 -2.033 -1.027
H: 1.896 -1.334 -2.242
H: 2.455 -1.170 -0.550


# 4
Computed, not measured: 2 unconnected molecules or ions with the total composition C4H10N2 at a distorted geometry, with ωB97M-V/def2-TZVPD.

Summary:
total charge: +1
2S+1: 2
LUMO level (spin up / spin down): -4.7 / -9.0 eV
DFT total energy: -7279.1709 eV
relative energy (zero: lowest compared OMol25 entry of this formula, charge and spin): 90.4 kcal/mol
frontier orbital gap (spin up / spin down): 7.28 / 2.92 eV
<S²>: 0.77

Cartesian coordinates (Å):
C: -1.127 -0.851 1.718
C: -1.242 -1.520 0.585
N: -2.238 -1.218 -0.379
H: -1.622 0.107 1.853
H: -0.319 -1.081 2.421
H: -0.709 -2.415 0.231
H: -2.797 -0.488 0.028
H: -2.904 -2.079 -0.543
C: 2.754 1.230 -0.087
C: 1.497 1.496 -0.361
N: 0.649 0.966 -1.468
H: 3.301 0.311 -0.333
H: 3.333 1.965 0.507
H: 0.972 2.270 0.171
H: 0.813 -0.018 -1.548
H: -0.243 1.061 -0.990


# 5
Computed, not measured: a molecular structure, C3H4I3N at a distorted geometry, with ωB97M-V/def2-TZVPD.

Summary:
LUMO level: -1.3 eV
DFT total energy: -28961.9107 eV
relative energy (zero: lowest compared OMol25 entry of this formula, charge and spin): 76.9 kcal/mol
frontier orbital gap: 6.78 eV

Cartesian coordinates (Å):
C: 0.615 0.848 -0.818
C: 0.335 0.373 0.682
C: -0.509 1.408 -0.016
N: -1.010 -3.225 -0.014
I: -0.476 3.447 0.711
I: -0.878 -1.532 0.997
I: 0.340 -4.660 -0.108
H: 1.515 1.511 -0.753
H: 0.376 0.039 -1.586
H: 1.108 0.651 1.365
H: -1.416 1.141 -0.462


# 6
Computed, not measured: 3 unconnected molecules or ions with the total composition C2H11NO2S2 at a distorted geometry, with ωB97M-V/def2-TZVPD.

Summary:
total charge: +1
2S+1: 2
LUMO level (spin up / spin down): -5.2 / -8.3 eV
DFT total energy: -29498.3673 eV
relative energy (zero: lowest compared OMol25 entry of this formula, charge and spin): 26.7 kcal/mol
frontier orbital gap (spin up / spin down): 8.31 / 5.16 eV
<S²>: 0.75

Cartesian coordinates (Å):
N: -1.946 3.392 0.173
C: -2.272 2.047 0.634
C: -0.974 1.564 1.491
S: -1.248 -0.221 1.750
S: 0.714 -1.085 1.720
H: -1.850 4.079 0.937
H: -2.637 3.716 -0.506
H: -3.039 2.000 1.466
H: -2.560 1.417 -0.308
H: -0.131 1.887 0.844
H: -1.133 1.999 2.535
H: 0.291 -2.000 0.770
H: 2.746 -0.330 -4.220
H: 1.950 0.683 -3.402
O: 1.836 -0.048 -3.952
H: 3.811 -4.068 -4.302
H: 3.248 -4.454 -3.015
O: 3.282 -3.632 -3.584